No. 1
Molecular formula: C2H14CdO6
Method: DFT, ωB97M-V with the def2-TZVPD basis set

```
! RIJCOSX wB97M-V def2-TZVPD def2/J DEFGRID3
* xyz 0 1
Cd 0.2205 0.0644 0.8666
O 0.3014 -1.9058 1.6768
O -1.9276 -0.4815 0.6102
O -0.5039 0.5338 2.8937
O -0.0446 2.1383 0.6864
O 0.6059 -0.6653 -1.1040
O 2.0797 0.2503 1.6281
C 0.7001 0.1658 -2.2592
C 0.3989 -0.3925 -3.6598
H -2.2532 -1.1348 1.2294
H 0.0521 0.6203 3.6680
H 1.9319 1.0626 2.1505
H 0.8491 -2.1901 2.4085
H -2.3683 -0.6908 -0.2134
H -0.5175 -0.9795 -3.5989
H -0.5208 2.5759 1.3920
H -0.1245 -2.7065 1.3706
H 0.0373 1.0069 -2.0560
H -1.3973 0.5465 3.2370
H -0.4465 2.4704 -0.1164
H 0.1467 0.3243 -4.4412
H 1.0695 -1.1751 -4.0145
H 1.7110 0.5622 -2.3544
*
```

The total energy comes out at -19147.5229 eV. The gap between HOMO and LUMO is 6.4 eV. The calculation puts the LUMO energy at -0.53 eV. The energy relative to the best compared isomer or geometry (same formula, charge and spin) is 38.7 kcal per mole. The largest force on an atom comes out at 0.071 Eh/bohr.



No. 2
Molecular formula: C2H14N2O3
Method: DFT, ωB97M-V with the def2-TZVPD basis set

```
! RIJCOSX wB97M-V def2-TZVPD def2/J DEFGRID3
* xyz 0 1
O 1.9236 -1.0080 1.5382
O 3.5784 -1.0161 -0.9622
O 0.8505 0.4562 -1.6676
N -1.8540 0.3699 -0.4683
N -0.8094 1.4372 1.4912
C -1.5513 0.3025 1.0280
C -3.0051 -0.4790 -0.6688
H -2.7467 -1.6172 -0.3934
H 4.2243 -0.5619 -0.3875
H 2.0562 -1.0496 0.5393
H -4.0069 -0.1429 -0.3044
H -2.5254 0.3986 1.6328
H 3.3177 -0.2579 -1.5226
H 0.1219 0.5349 -1.0166
H 0.5940 1.2329 -2.2279
H -1.1733 2.3966 1.4168
H -1.0430 -0.6266 1.1807
H 0.1939 1.4535 1.2374
H -2.0635 1.3989 -0.6340
H -3.0785 -0.4769 -1.7354
H 1.2916 -1.7298 1.6316
*
```

The total energy comes out at -11422.8640 eV. The gap between HOMO and LUMO is 9.9 eV. The calculation puts the LUMO energy at 0.76 eV. The energy relative to the best compared isomer or geometry (same formula, charge and spin) is 36.0 kcal per mole. The largest force on an atom comes out at 0.064 Eh/bohr.



No. 3
Molecular formula: C2H14N2O3
Method: DFT, ωB97M-V with the def2-TZVPD basis set

```
! RIJCOSX wB97M-V def2-TZVPD def2/J DEFGRID3
* xyz 0 1
O -0.3418 -0.1662 2.4275
O -4.8108 -0.1675 -0.1338
O -2.4234 0.5064 -2.7827
N 2.3599 -0.6689 -1.6691
N 2.0003 -0.4043 0.8456
C 2.2469 0.7290 1.8810
C 2.3378 0.1945 -0.5027
H 3.3395 0.5998 -0.4878
H -2.5766 0.0249 -1.9596
H 0.4423 -0.3200 1.8247
H -5.0456 0.6461 0.3613
H 2.7137 -1.1116 1.0971
H -0.9227 -0.8641 2.1413
H 1.4651 -1.1325 -1.7481
H 2.4918 -0.0639 -2.4982
H 2.1429 0.2355 2.9022
H 3.1867 1.1868 1.5860
H -5.4586 -0.7218 0.2861
H 1.3480 1.3652 1.8857
H -2.1230 -0.2034 -3.3753
H 1.5745 0.9490 -0.6091
*
```

The total energy comes out at -11422.7230 eV. The gap between HOMO and LUMO is 10.2 eV. The calculation puts the LUMO energy at 0.63 eV. The energy relative to the best compared isomer or geometry (same formula, charge and spin) is 39.3 kcal per mole. The largest force on an atom comes out at 0.050 Eh/bohr.